Density functional theory data (ωB97M-V with the def2-TZVPD basis set) for a single C14H32NO7P molecule in a non-equilibrium geometry.

XYZ file:
```
55
Properties=species:S:1:pos:R:3
C -2.829 0.045 4.602
C -2.857 -1.438 4.383
O -2.085 -1.805 3.237
C -1.151 -2.845 3.482
C 0.119 -2.382 4.193
O 1.215 -2.089 3.357
C 0.911 -1.179 2.309
C 2.210 -0.608 1.768
O 2.341 -0.842 0.364
C 2.658 0.286 -0.439
C 1.517 0.802 -1.355
C 0.160 0.594 -0.722
O 0.115 1.416 0.430
C -1.205 1.652 0.879
N 1.667 0.299 -2.733
C 1.356 1.278 -3.785
C 0.058 2.075 -3.716
C -1.171 1.296 -4.184
C 0.261 3.279 -4.664
P 1.165 -1.258 -3.047
O 1.513 -1.630 -4.401
O -0.425 -1.474 -2.815
O 1.904 -2.217 -2.019
H -3.309 0.280 5.546
H -3.382 0.563 3.827
H -1.816 0.419 4.644
H -2.467 -1.956 5.256
H -3.875 -1.777 4.213
H -0.903 -3.264 2.515
H -1.646 -3.642 4.030
H 0.400 -3.148 4.902
H -0.129 -1.481 4.762
H 0.430 -1.725 1.505
H 0.275 -0.381 2.681
H 2.993 -1.183 2.256
H 2.311 0.437 2.025
H 3.432 -0.038 -1.127
H 3.080 1.102 0.137
H 1.654 1.876 -1.394
H -0.652 0.874 -1.385
H -0.014 -0.444 -0.443
H -1.547 0.864 1.542
H -1.904 1.807 0.061
H -1.186 2.565 1.465
H 2.167 2.004 -3.762
H 1.404 0.821 -4.761
H -0.154 2.502 -2.741
H -0.937 0.625 -5.001
H -1.934 1.973 -4.548
H -1.635 0.726 -3.391
H 0.741 4.102 -4.145
H -0.679 3.611 -5.078
H 0.905 2.978 -5.483
H -0.546 -2.103 -2.084
H 1.474 -2.243 -1.147
```

Calculated values
maximum force: 1.7 eV/Å
lowest unoccupied orbital energy: 0.0123 Eh
charge: 0
structure (SMILES): CCOCCOCCOC[C@H](COC)N(CC(C)C)P(=O)(O)O
energy above the lowest of the compared OMol25 structures with the same formula, charge and spin: 0.0 kcal per mole